Record 1
The following is a DFT calculation (ωB97M-V/def2-TZVPD) of a molecular structure, C32H28ClCoN3O5S2.

ORCA input file:
```
! RIJCOSX wB97M-V def2-TZVPD def2/J DEFGRID3
* xyz 0 2
Co -1.060 -0.290 -0.450
Cl -4.336 -4.554 4.353
C -3.525 -3.323 3.424
C -3.275 -2.069 4.009
C -2.643 -1.090 3.296
C -2.217 -1.291 1.952
O -1.626 -0.330 1.346
C -2.475 -2.572 1.384
C -2.086 -2.917 0.061
N -1.444 -2.158 -0.761
C -1.154 -2.586 -2.070
C -1.406 -3.811 -2.631
C -1.032 -4.079 -3.965
C -0.399 -3.143 -4.730
C -0.111 -1.871 -4.179
C 0.565 -0.846 -4.877
C 0.841 0.332 -4.248
C 0.420 0.504 -2.915
N -0.255 -0.403 -2.256
C -0.507 -1.602 -2.860
C -3.137 -3.564 2.141
H -3.597 -1.887 5.026
H -2.466 -0.114 3.729
H -2.369 -3.919 -0.257
H -1.890 -4.597 -2.068
H -1.254 -5.054 -4.378
H -0.109 -3.356 -5.751
H 0.866 -1.012 -5.905
H 1.349 1.141 -4.754
H 0.657 1.404 -2.370
H -3.335 -4.529 1.690
O -0.561 1.701 0.051
S -0.199 3.144 0.173
C 1.463 3.135 0.932
C 2.309 1.946 0.491
C 3.097 1.327 1.649
C 3.631 -0.069 1.347
S 2.409 -1.429 1.334
O 1.342 -1.082 0.350
C 1.740 -1.150 2.969
C 2.465 -1.579 4.072
C 1.955 -1.358 5.342
C 0.725 -0.728 5.493
C 0.003 -0.324 4.378
C 0.507 -0.533 3.100
C 0.208 3.793 -1.456
C 1.007 4.925 -1.586
C 1.213 5.458 -2.848
C 0.621 4.875 -3.961
C -0.202 3.767 -3.813
C -0.423 3.228 -2.552
H 1.245 3.085 2.001
H 1.915 4.105 0.736
H 2.991 2.241 -0.310
H 1.640 1.179 0.106
H 2.461 1.278 2.537
H 3.945 1.963 1.917
H 4.365 -0.381 2.094
H 4.111 -0.125 0.367
H 3.413 -2.089 3.942
H 2.508 -1.687 6.211
H 0.323 -0.565 6.484
H -0.962 0.151 4.498
H -0.060 -0.246 2.221
H 1.455 5.400 -0.723
H 1.834 6.337 -2.962
H 0.783 5.302 -4.942
H -0.685 3.328 -4.676
H -1.137 2.427 -2.383
O -3.425 2.014 -1.251
N -3.914 0.888 -1.247
O -3.100 -0.067 -1.070
*
```

As for the energy above the lowest of the compared OMol25 structures with the same formula, charge and spin: 17.8 kcal/mol. Its highest occupied orbital energy (spin up / spin down) is -6.8 / -7.0 eV.

Record 2
The following is a DFT calculation (ωB97M-V/def2-TZVPD) of a molecular structure, C32H28F3N6S2Ti at a distorted geometry.

ORCA input file:
```
! RIJCOSX wB97M-V def2-TZVPD def2/J DEFGRID3
* xyz 1 3
Ti -0.046 -0.293 -0.116
C 2.235 1.846 0.358
C 2.018 2.440 -1.031
C 1.558 1.525 -2.154
C 1.695 1.955 -3.465
C 1.323 1.125 -4.507
C 0.860 -0.146 -4.214
C 0.747 -0.517 -2.890
N 1.051 0.314 -1.872
N 1.048 1.274 1.036
C 1.454 0.663 2.323
C 0.344 -0.217 2.850
C 0.295 -0.591 4.177
C -0.728 -1.415 4.610
C -1.678 -1.824 3.691
C -1.570 -1.401 2.382
N -0.574 -0.607 1.946
C 0.015 2.312 1.312
C -0.802 2.602 0.079
C -1.235 3.877 -0.242
C -1.918 4.071 -1.431
C -2.123 2.985 -2.264
C -1.683 1.744 -1.852
N -1.052 1.534 -0.688
H 2.975 1.051 0.297
H 2.658 2.629 0.996
H 1.360 3.309 -0.988
H 2.991 2.833 -1.332
H 2.097 2.942 -3.657
H 1.422 1.456 -5.533
H 0.606 -0.855 -4.991
H 0.455 -1.526 -2.614
H 2.350 0.064 2.154
H 1.712 1.432 3.059
H 1.058 -0.238 4.861
H -0.785 -1.726 5.645
H -2.499 -2.468 3.974
H -2.286 -1.713 1.637
H -0.650 1.926 2.081
H 0.475 3.226 1.700
H -1.026 4.701 0.428
H -2.272 5.056 -1.709
H -2.625 3.087 -3.218
H -1.856 0.865 -2.461
S -0.483 -3.479 -1.367
C -1.752 -2.376 -1.387
N -1.860 -1.246 -0.651
C -3.156 -0.695 -0.758
C -3.672 0.332 0.028
C -4.960 0.784 -0.206
C -5.746 0.219 -1.212
C -5.258 -0.836 -1.966
C -3.971 -1.293 -1.714
S -3.132 -2.639 -2.421
H -3.072 0.761 0.822
H -5.366 1.580 0.406
H -6.746 0.590 -1.391
H -5.874 -1.308 -2.720
F 4.787 -5.065 1.994
C 4.980 -3.744 1.952
F 5.157 -3.323 3.209
F 6.104 -3.511 1.278
C 3.794 -3.042 1.331
C 2.529 -3.261 1.841
C 1.461 -2.589 1.290
N 1.557 -1.679 0.296
C 2.787 -1.555 -0.228
C 3.920 -2.203 0.250
H 2.361 -3.963 2.649
H 0.462 -2.816 1.626
H 2.882 -0.907 -1.087
H 4.875 -2.045 -0.231
*
```

As for the energy above the lowest of the compared OMol25 structures with the same formula, charge and spin: 19.9 kcal/mol. Its highest occupied orbital energy (spin up / spin down) is -8.6 / -9.7 eV.